Entry 1:
This record from the Open Molecules 2025 dataset describes a molecular structure, C30H36BN4O4STc. The level of theory is ωB97M-V with the def2-TZVPD basis set.

The geometry in XYZ format:
```
77
Properties=species:S:1:pos:R:3:forces:R:3:lowdin_spin:R:1
O 1.80150 0.52190 -0.67880 -1.15 -1.41 0.42 0.053
C -3.34990 1.70090 -2.35360 0.12 0.10 -0.27 0.002
C -1.60380 -2.61890 0.15130 -1.11 0.46 0.17 -0.004
H 1.73320 3.65930 1.80520 0.15 0.01 -0.05 0.000
H -5.66150 -5.64440 0.18970 0.02 0.06 -0.01 0.000
H 1.29410 -6.69600 1.62000 0.01 -0.06 0.00 0.000
H -0.46840 4.46180 2.40950 -0.02 -0.05 -0.05 0.000
H -1.37030 1.56230 2.22910 -0.07 -0.05 0.03 -0.001
O -0.80340 1.44400 -0.12540 -0.47 -2.12 0.72 0.169
N -1.70380 -1.27390 0.33740 -0.92 -1.33 -0.14 0.009
B 0.09620 -0.64860 4.74180 -0.09 -0.07 0.54 0.012
H -1.03470 6.39040 -1.63580 0.04 0.10 -0.03 0.002
H 1.14390 2.70130 3.17630 0.13 -0.04 0.21 0.000
C 1.77620 -6.28860 -0.22280 0.26 -0.11 -0.18 0.003
H 0.07840 -1.80110 5.06340 0.07 -0.33 0.04 0.003
H -5.55140 -3.67590 -1.02950 0.02 0.06 0.20 -0.001
C -1.10880 0.70660 -2.93280 0.11 0.16 -0.21 0.000
H -2.97370 0.29530 0.70070 0.06 0.07 -0.07 -0.001
H 1.48370 -6.72280 -1.18560 0.16 0.09 0.08 0.001
H 3.25790 0.30870 1.30480 -0.06 -0.05 0.03 0.000
H -1.93060 2.48490 -3.75440 0.01 -0.03 0.11 0.000
N 2.78820 1.35330 -0.39800 0.64 0.71 0.32 0.005
C -2.93300 -0.76420 0.49160 0.05 0.53 0.16 -0.004
C -1.02310 5.36200 -1.30840 -0.01 0.03 -0.01 0.030
C -0.25550 -3.10000 0.00910 1.12 -0.21 0.05 0.022
N 0.69140 -2.11440 -0.03020 0.15 -2.54 -0.55 0.011
C -0.41760 3.48690 1.91250 0.09 -0.19 -0.07 0.002
O 1.08720 -7.04380 0.74510 -0.20 -0.02 0.18 0.001
C 3.56420 1.13110 0.67620 0.50 -0.03 0.45 0.000
O -4.89110 -5.08700 0.33460 0.18 -0.16 0.04 0.000
C -5.20970 -3.75200 0.01690 -0.39 0.21 -0.14 -0.001
H 4.35200 4.00180 -1.69590 -0.07 0.01 -0.05 0.000
C 0.25290 -0.56730 3.22750 0.08 0.11 -1.69 0.047
C -3.99100 -2.88810 0.17190 -0.04 0.35 0.10 -0.008
H -0.68220 -5.20270 0.02560 -0.06 -0.07 0.01 -0.001
H 2.69730 -1.70470 -0.24490 -0.09 0.13 -0.02 0.000
Tc 0.02170 -0.24640 0.15480 1.60 3.45 -1.29 1.534
C 1.96970 -2.50210 -0.19190 0.16 0.64 0.03 0.021
C 2.36250 -3.81120 -0.28170 -0.48 -0.69 0.04 -0.006
H -2.47100 2.94840 2.30390 -0.17 0.00 0.03 0.000
C 0.08350 -4.44900 -0.05840 -0.14 0.39 0.03 -0.006
H -5.04160 -1.02960 0.50820 -0.09 0.11 0.06 0.001
H -0.53330 5.84470 0.71170 0.00 0.04 0.10 -0.001
C -0.73680 5.04860 0.00850 -0.01 0.15 -0.31 -0.003
H -1.41990 0.20750 -3.84930 -0.03 -0.16 -0.05 0.000
C 4.96110 2.96600 0.07390 -0.22 0.12 -0.33 0.000
H -3.79650 0.98190 -3.03660 -0.14 -0.15 -0.08 0.000
H -1.58130 4.59590 -3.21700 -0.09 -0.04 -0.09 -0.001
H 5.82010 3.59250 0.26070 0.08 0.06 0.00 0.000
C -1.90390 2.00150 -2.77070 -0.02 -0.17 0.28 0.003
C -1.33870 3.01940 -1.80400 0.23 -0.32 0.51 0.029
H -3.38130 1.29000 -1.34710 0.03 -0.05 0.11 0.000
C 1.40300 -4.82990 -0.19760 0.37 0.46 0.01 0.020
N 0.30250 -0.46880 2.06520 0.03 -0.17 1.63 0.002
C -2.73000 -3.43530 0.07230 0.38 0.19 0.08 0.003
H 3.40800 -4.04860 -0.39210 0.14 0.02 -0.01 -0.001
H 2.86520 -6.39560 -0.10890 -0.18 0.04 -0.11 0.000
H -1.35910 2.60710 3.64000 -0.04 -0.05 0.13 0.000
H -3.94780 2.60940 -2.36530 -0.08 0.07 0.02 0.000
C -4.08250 -1.50940 0.39970 0.03 -0.73 -0.11 0.005
H 5.27520 1.69520 1.79930 -0.03 -0.07 0.13 0.000
H -2.62800 -4.49700 -0.06620 0.02 -0.12 -0.04 0.000
H -6.01320 -3.37310 0.66390 0.12 0.01 -0.10 0.000
H 1.12420 2.01800 1.55860 0.07 -0.06 -0.04 0.000
C -0.68920 3.73960 0.44790 -0.11 -0.60 -0.20 0.029
S 2.02280 2.60910 -2.58270 0.10 0.23 -0.26 0.006
C 4.66080 1.90590 0.94060 -0.24 -0.30 0.11 0.001
H -0.04450 0.92110 -2.99790 0.15 -0.05 0.04 0.000
C -0.92880 2.68650 -0.48160 -0.20 2.87 -0.78 0.005
C 3.03160 2.38670 -1.26790 -0.90 -0.08 -0.94 0.001
C -1.47530 2.59170 2.55880 0.13 0.14 0.01 0.000
H -1.29010 0.01990 -2.10430 -0.11 -0.15 0.03 0.000
C 4.15390 3.19860 -1.00460 0.60 0.03 0.65 0.001
C 0.98960 2.93340 2.12680 -0.17 0.10 0.02 0.001
H 0.97490 -0.02660 5.25290 0.29 0.18 0.17 0.001
C -1.33530 4.34690 -2.19360 0.00 0.16 0.15 -0.004
H -0.97830 -0.15340 4.93930 -0.29 0.18 0.07 0.007
```
Positions in Å, forces in eV/Å.

Computed properties:
2S+1: 3
Total energy: -59552.9459 eV
Strongest force on any atom: 4.0 eV Å⁻¹
Energy relative to the best compared isomer or geometry (same formula, charge and spin): 243.6 kJ/mol
LUMO (spin up / spin down): -1.5 / -1.7 eV
M: 657.52 g mol⁻¹


Entry 2:
This record from the Open Molecules 2025 dataset describes C4H8 in the gas phase. The level of theory is ωB97M-V with the def2-TZVPD basis set.

The geometry in XYZ format:
```
12
Properties=species:S:1:pos:R:3:forces:R:3:nbo_charge:R:1
C -0.39124 -1.27989 -1.58567 0.16 -0.68 0.22 -0.405
C 0.20519 -0.38781 -0.81076 -0.80 0.68 0.17 -0.162
C -0.12454 -0.16441 0.66584 0.86 0.59 -1.09 -0.450
H -0.15833 -1.42274 -2.62312 0.19 0.30 -0.39 0.196
H -0.45471 1.66279 1.81299 0.16 -0.13 0.62 0.212
H -1.07375 -2.03813 -1.20821 -0.06 0.25 0.25 0.186
H -1.19507 -0.31350 0.78194 0.10 -0.39 0.39 0.214
C 0.28469 1.25044 1.13649 -0.56 -0.20 -0.51 -0.606
H 0.84438 0.37209 -1.25469 0.26 -0.27 -0.06 0.190
H 1.27993 1.21169 1.56600 0.01 0.32 0.19 0.208
H 0.51570 -0.86595 1.19657 -0.59 -0.34 0.45 0.215
H 0.26776 1.97542 0.32263 0.25 -0.12 -0.26 0.202
```
Positions in Å, forces in eV/Å.

Computed properties:
Total energy: -4276.7377 eV
SMILES string: C=CCC
Strongest force on any atom: 1.5 eV Å⁻¹
Energy relative to the best compared isomer or geometry (same formula, charge and spin): 44.0 kJ/mol
LUMO: 1.4 eV
M: 56.11 g mol⁻¹


Entry 3:
This record from the Open Molecules 2025 dataset describes C6H5N3OS in the gas phase. The level of theory is ωB97M-V with the def2-TZVPD basis set.

The geometry in XYZ format:
```
16
Properties=species:S:1:pos:R:3:forces:R:3:nbo_charge:R:1
H -2.15447 1.72760 2.58426 0.75 -0.71 -0.09 0.215
O -0.60349 2.32178 0.48040 0.27 -0.05 -0.35 -0.619
C 0.60405 -1.38733 -1.51168 -2.30 -1.71 -1.08 -0.689
C 1.74701 0.95874 -1.57375 -1.53 -2.00 -0.44 -0.438
S 0.22765 -2.35746 -0.04770 0.39 -1.34 0.57 0.334
N -1.14904 -1.32454 1.98493 0.07 -2.63 0.44 -0.333
H 1.22602 -2.10309 -2.08440 0.26 1.05 0.02 0.293
C -1.53667 0.89680 2.17765 -0.27 0.09 -0.77 -0.059
H -0.35314 -1.27916 -2.07422 0.36 -0.61 0.08 0.257
C -0.70056 1.20182 0.94551 -1.64 1.65 2.17 0.573
H 1.62002 1.94497 -1.28633 -0.11 1.59 1.04 0.271
C 0.92541 -0.02827 -1.31054 0.89 1.90 4.03 0.355
H 2.40881 0.74169 -2.36990 0.81 -0.13 -0.85 0.239
N -0.12768 0.09552 0.50310 2.44 0.45 -4.40 -0.456
N -1.71837 -0.31165 2.61448 -0.59 2.25 0.58 -0.186
C -0.41554 -1.09740 0.96819 0.20 0.21 -0.95 0.244
```
Positions in Å, forces in eV/Å.

Computed properties:
Total energy: -23651.5845 eV
Strongest force on any atom: 5.1 eV Å⁻¹
Energy relative to the best compared isomer or geometry (same formula, charge and spin): 320.9 kJ/mol
LUMO: -0.9 eV
M: 167.19 g mol⁻¹


Among the records above, which one has the lowest energy relative to the best compared isomer or geometry (same formula, charge and spin)?
C4H8


Which of these has the lowest energy relative to the best compared isomer or geometry (same formula, charge and spin)?
C4H8